# 1
The following is a DFT calculation (the ωB97M-V functional and the def2-TZVPD basis) of a molecular structure, C27H48BrCl3FN4O5 at a distorted geometry.

Last column: Mulliken charge in e.
Geometry (Å):
C -0.570 4.637 2.776  -1.047
C -0.757 3.503 3.790  0.267
C 0.580 2.876 4.224  -1.114
C 0.536 1.344 4.260  -1.256
C 0.194 0.822 2.844  -0.652
C 1.200 -0.077 2.099  1.521
C 2.607 0.483 2.267  -1.892
C 2.767 1.936 1.951  -0.369
O 3.827 2.462 2.005  -0.578
N 0.811 0.059 0.577  1.763
N 1.943 0.260 -0.261  -0.621
C -0.282 -0.872 0.015  0.700
C -0.311 -0.619 -1.506  -1.199
C -0.500 0.842 -1.998  0.192
C -1.813 1.044 -2.780  -1.309
C -1.679 0.817 -4.275  -0.935
O -1.835 -0.595 -4.498  -0.197
C -1.516 -1.010 -5.755  0.588
C -0.636 -2.208 -5.747  -0.847
O -1.933 -0.473 -6.706  -0.522
C -1.716 -0.508 0.549  -0.693
F -1.988 -1.214 1.720  -0.570
C -2.151 0.965 0.693  0.325
C -3.131 1.194 1.850  -1.815
C 0.113 -2.357 0.385  1.653
C 1.399 -2.862 -0.310  -1.843
C 1.308 -3.368 -1.769  -0.722
C 1.589 -4.866 -1.869  -1.612
C -0.959 -3.451 0.171  -0.511
Cl -2.184 -3.270 -1.043  -0.205
C -1.009 -4.627 0.808  0.586
C -2.062 -5.671 0.562  -1.532
Cl 0.167 -5.135 1.966  -0.148
O 0.335 -2.408 1.802  -0.180
C 1.120 -1.587 2.546  0.280
Cl 0.457 -1.723 4.187  -0.116
Br 2.920 -2.463 2.677  -0.067
H -0.121 5.518 3.240  0.378
H -1.510 4.923 2.302  0.373
H 0.112 4.264 2.004  -0.019
H -1.306 3.825 4.677  0.578
H -1.388 2.761 3.292  -0.412
H 0.806 3.225 5.237  0.612
H 1.406 3.231 3.603  0.328
H -0.269 1.054 4.941  0.489
H 1.437 0.922 4.700  0.376
H 0.037 1.714 2.235  -0.044
H -0.752 0.288 2.887  0.990
H 3.335 -0.006 1.627  0.652
H 2.936 0.320 3.294  0.898
H 1.900 2.522 1.618  0.222
H 0.349 0.973 0.564  -0.697
H 1.868 1.117 -0.788  0.084
H 2.210 -0.556 -0.782  0.233
H 0.604 -0.994 -1.955  0.538
H -1.104 -1.209 -1.941  1.085
H 0.318 1.067 -2.688  0.772
H -0.454 1.602 -1.215  -1.016
H -2.200 2.054 -2.623  0.517
H -2.577 0.349 -2.418  0.350
H -2.419 1.386 -4.842  0.420
H -0.694 1.137 -4.635  0.406
H -0.303 -2.416 -6.761  0.349
H 0.210 -2.078 -5.072  0.169
H -1.211 -3.064 -5.382  0.291
H -2.381 -0.926 -0.205  1.438
H -1.341 1.686 0.805  -0.703
H -2.689 1.246 -0.214  0.419
H -4.006 0.550 1.768  0.441
H -2.670 1.052 2.825  0.290
H -3.457 2.236 1.811  0.486
H 1.652 -3.744 0.287  0.896
H 2.251 -2.206 -0.134  0.651
H 0.376 -3.101 -2.265  0.166
H 2.096 -2.863 -2.343  0.399
H 2.634 -5.051 -1.602  0.399
H 1.466 -5.223 -2.892  0.446
H 0.978 -5.446 -1.176  0.263
H -1.880 -6.543 1.179  0.454
H -2.093 -5.958 -0.492  0.340
H -3.047 -5.268 0.816  0.342
C 1.467 4.093 -1.041  0.590
O 0.750 3.819 -0.074  -0.538
N 0.932 4.473 -2.234  -0.437
N 2.822 4.041 -0.975  -0.338
H 1.486 4.723 -3.032  0.163
H -0.067 4.545 -2.292  0.221
H 3.249 3.773 -0.099  0.195
H 3.415 4.280 -1.748  0.173

Results
* multiplicity: 1
* net charge: +1
* Kohn-Sham gap: 9.6 eV
* highest occupied orbital energy: -11.8527 eV

# 2
The following is a DFT calculation (the ωB97M-V functional and the def2-TZVPD basis) of a molecular structure, C27H48ClFeO2P at a distorted geometry.

Last column: Mulliken charge in e.
Geometry (Å):
Fe -1.035 0.011 1.843  -0.741
Cl -3.113 -0.560 1.821  -0.601
P -0.373 0.285 -0.389  0.873
C -0.797 1.398 2.792  -0.935
H 0.185 1.938 2.910  0.518
H -1.633 1.699 3.480  0.202
C 1.082 -0.639 -1.147  0.487
C -0.271 2.075 -0.942  0.033
C 2.412 -0.005 -0.768  0.582
H 1.009 -1.616 -0.635  0.825
C 3.591 -0.898 -1.157  -0.651
H 2.523 0.972 -1.264  0.240
H 2.476 0.199 0.329  -1.257
C 3.580 -1.269 -2.642  -0.781
H 4.518 -0.376 -0.894  0.410
H 3.554 -1.806 -0.540  0.335
C 2.214 -1.789 -3.100  -1.058
H 3.854 -0.387 -3.235  0.308
H 4.347 -2.027 -2.836  0.432
C 1.047 -0.894 -2.664  -0.430
H 2.201 -1.890 -4.192  0.407
H 2.058 -2.794 -2.688  0.380
H 1.115 0.065 -3.198  0.103
H 0.104 -1.358 -2.974  0.126
C -1.891 -0.435 -1.262  -0.364
C 0.312 2.341 -2.338  -0.660
H -1.335 2.371 -0.951  0.979
C 0.185 3.827 -2.700  -1.045
H 1.374 2.059 -2.356  0.163
H -0.192 1.741 -3.110  0.120
C 0.838 4.747 -1.663  -0.806
H 0.635 3.999 -3.685  0.390
H -0.880 4.079 -2.788  0.367
C 0.411 4.425 -0.229  -1.032
H 1.930 4.667 -1.745  0.320
H 0.585 5.789 -1.891  0.444
C 0.450 2.927 0.105  0.450
H 1.052 4.960 0.481  0.451
H -0.614 4.784 -0.070  0.387
H 1.492 2.592 0.208  0.114
H -0.003 2.761 1.093  -0.596
C -1.889 -1.971 -1.249  -0.032
H -2.704 -0.118 -0.585  0.653
C -3.269 -2.511 -1.658  -0.873
H -1.129 -2.361 -1.941  0.270
H -1.635 -2.353 -0.249  -0.673
C -3.738 -1.956 -3.010  -0.689
H -3.236 -3.606 -1.695  0.401
H -3.992 -2.235 -0.879  0.332
C -3.604 -0.431 -3.116  -1.029
H -3.156 -2.427 -3.813  0.283
H -4.784 -2.240 -3.176  0.371
C -2.240 0.105 -2.651  -0.382
H -3.785 -0.115 -4.151  0.397
H -4.384 0.038 -2.501  0.401
H -1.472 -0.188 -3.384  0.195
H -2.272 1.203 -2.648  0.228
C 0.018 -1.602 2.437  -0.125
C -0.372 -0.622 3.401  1.161
H 0.958 -1.472 1.876  0.638
C -1.454 -1.000 4.461  -1.184
H 0.449 0.018 3.899  -0.047
C -1.581 -2.516 4.739  -0.895
H -1.213 -0.468 5.387  0.321
H -2.448 -0.605 4.181  0.452
C -1.590 -3.331 3.447  -0.676
H -0.719 -2.823 5.341  0.354
H -2.475 -2.749 5.339  0.408
C -0.328 -3.090 2.570  -0.818
H -1.672 -4.406 3.673  0.435
H -2.470 -3.058 2.857  0.181
H 0.520 -3.648 3.018  0.386
H -0.463 -3.555 1.577  0.191
C 3.349 1.498 3.909  -1.163
C 3.296 0.699 2.618  0.602
O 4.027 -0.270 2.485  -0.736
O 2.415 1.143 1.767  -0.601
H 4.314 1.365 4.398  0.393
H 2.572 1.129 4.590  0.165
H 3.161 2.560 3.728  0.218

Results
* ΔE to the lowest compared entry with this formula, charge and spin: 248.52 kJ/mol
* multiplicity: 6
* net charge: -1
* Kohn-Sham gap (alpha / beta): 5.7 / 7.2 eV
* highest occupied orbital energy (alpha / beta): -3.0803 / -4.7923 eV
* ⟨S²⟩: 8.79

# 3
The following is a DFT calculation (the ωB97M-V functional and the def2-TZVPD basis) of 8 unconnected molecules or ions with the total composition C27H48O21 at a distorted geometry.

Last column: Mulliken charge in e.
Geometry (Å):
C -2.771 4.271 8.400  -0.636
O -2.680 2.869 8.436  -0.299
C -1.555 2.242 8.898  0.761
O -0.581 2.887 9.285  -0.571
O -1.718 0.923 8.629  -0.291
C -0.729 -0.109 8.520  -0.604
H -2.671 4.625 7.374  0.256
H -2.173 4.874 9.083  0.319
H -3.815 4.422 8.672  0.247
H -1.161 -1.108 8.455  0.239
H 0.055 0.018 9.267  0.306
H -0.228 -0.047 7.554  0.273
C 2.284 -3.134 -5.008  -0.653
O 1.238 -2.174 -5.121  -0.296
C 0.362 -2.365 -6.106  0.765
O 0.534 -3.137 -7.044  -0.570
O -0.571 -1.404 -5.915  -0.274
C -1.559 -1.178 -6.889  -0.705
H 3.118 -2.571 -5.428  0.263
H 2.304 -4.060 -5.583  0.348
H 2.255 -3.359 -3.942  0.232
H -1.145 -0.645 -7.745  0.310
H -2.261 -0.434 -6.512  0.270
H -2.180 -1.973 -7.303  0.310
C 1.606 7.476 3.500  -0.665
O 1.386 8.627 2.651  -0.293
C 0.137 9.108 2.716  0.779
O -0.735 8.651 3.518  -0.577
O -0.002 10.112 1.835  -0.279
C -1.149 10.847 1.924  -0.671
H 1.369 7.571 4.560  0.286
H 2.599 7.040 3.387  0.271
H 1.036 6.638 3.102  0.293
H -1.376 11.519 1.096  0.261
H -1.279 11.440 2.829  0.295
H -1.988 10.153 1.871  0.299
C -2.617 8.316 -4.657  -0.630
O -1.180 8.434 -4.788  -0.277
C -0.369 7.983 -3.758  0.726
O -0.648 7.231 -2.851  -0.541
O 0.895 8.427 -4.048  -0.308
C 2.062 8.359 -3.238  -0.580
H -3.013 8.783 -5.559  0.244
H -3.033 8.674 -3.715  0.291
H -2.939 7.279 -4.756  0.295
H 2.024 9.033 -2.382  0.260
H 2.932 8.513 -3.876  0.213
H 2.045 7.337 -2.859  0.309
C -0.244 -8.613 -3.546  -0.614
O 0.457 -8.176 -2.464  -0.251
C 0.143 -8.647 -1.201  0.700
O -0.648 -9.620 -0.931  -0.566
O 0.983 -8.056 -0.262  -0.269
C 0.686 -8.204 1.121  -0.702
H -0.141 -9.695 -3.638  0.284
H 0.066 -8.041 -4.421  0.223
H -1.312 -8.419 -3.455  0.296
H -0.286 -8.513 1.505  0.324
H 0.879 -7.362 1.785  0.289
H 1.468 -8.886 1.456  0.286
O -8.625 -6.494 -4.223  -0.585
C -8.208 -5.665 -3.438  0.505
C -8.742 -5.411 -2.027  -0.347
C -7.545 -4.545 -1.599  -0.501
C -6.859 -3.956 -2.760  -0.337
O -7.222 -4.850 -3.841  -0.341
H -9.689 -4.882 -1.923  0.252
H -8.878 -6.333 -1.461  0.246
H -7.935 -3.661 -1.095  0.270
H -6.831 -4.946 -0.879  0.302
H -7.276 -2.968 -2.956  0.245
H -5.797 -3.863 -2.533  0.290
O 11.436 -2.823 2.154  -0.622
C 10.388 -3.051 1.458  0.518
C 9.145 -3.680 1.932  -0.359
C 8.638 -4.068 0.508  -0.577
C 9.070 -2.786 -0.314  -0.339
O 10.369 -2.606 0.170  -0.305
H 9.386 -4.544 2.552  0.248
H 8.522 -2.989 2.500  0.259
H 9.027 -5.067 0.310  0.296
H 7.569 -4.254 0.613  0.317
H 9.042 -3.022 -1.377  0.312
H 8.361 -1.982 -0.116  0.251
O 1.950 -1.902 2.293  -0.619
C 0.959 -1.170 1.997  0.446
C -0.034 -1.559 0.942  -0.288
C -1.008 -0.420 0.971  -0.392
C -0.334 0.728 1.705  -0.352
O 0.803 0.147 2.356  -0.340
H 0.598 -1.613 0.055  0.163
H -0.398 -2.582 1.038  0.316
H -1.072 -0.060 -0.056  0.200
H -2.038 -0.647 1.245  0.341
H 0.045 1.468 1.000  0.230
H -0.980 1.301 2.371  0.295

Results
* ΔE to the lowest compared entry with this formula, charge and spin: 559.01 kJ/mol
* multiplicity: 1
* SMILES: COC(=O)OC.COC(=O)OC.COC(=O)OC.COC(=O)OC.COC(=O)OC.O=C1CCCO1.O=C1CCCO1.O=C1CCCO1
* Kohn-Sham gap: 9.9 eV
* highest occupied orbital energy: -9.9217 eV

Molecular weight list, top to bottom, in g mol⁻¹: 713.96, 526.95, 708.66